1.
3 unconnected molecules or ions with the total composition C4H14O2S, computed with ωB97M-V/def2-TZVPD.

Positions of all 21 atoms, in Å:
C (2.450, -1.323, 0.151)
C (1.693, -0.504, 1.188)
C (0.488, 0.335, 0.649)
S (-0.527, -0.731, -0.441)
C (-1.746, 0.481, -1.044)
H (2.947, -0.609, -0.515)
H (3.260, -1.883, 0.612)
H (1.899, -2.029, -0.466)
H (2.277, 0.181, 1.798)
H (1.193, -1.190, 1.886)
H (0.892, 1.115, 0.005)
H (-0.107, 0.640, 1.505)
H (-1.195, 1.040, -1.804)
H (-2.523, -0.119, -1.508)
H (-2.065, 1.096, -0.215)
H (-2.828, -2.644, 0.626)
H (-2.090, -3.775, -0.126)
O (-2.418, -3.502, 0.732)
H (-0.716, 5.091, -0.520)
H (-0.023, 3.949, -1.342)
O (-0.860, 4.382, -1.172)

## Properties
Spin multiplicity: 2
Energy relative to the best compared isomer or geometry (same formula, charge and spin) in kcal/mol: 6.4
Charge: +1
LUMO level (spin up / spin down) in eV: -3.42 / -8.31

***

2.
A molecular structure, C19H16N4O2RuS, computed with ωB97M-V/def2-TZVPD.

Positions of all 43 atoms, in Å:
Ru (-0.345, 1.232, -0.475)
C (1.845, -2.842, -0.817)
C (0.968, -1.636, -0.916)
N (0.915, -0.714, -0.014)
N (1.530, -0.636, 1.129)
C (0.972, 0.240, 1.990)
O (-0.080, 0.868, 1.692)
C (1.662, 0.439, 3.264)
C (1.159, 1.348, 4.200)
C (1.860, 1.595, 5.364)
C (3.060, 0.944, 5.606)
C (3.556, 0.030, 4.685)
C (2.862, -0.230, 3.521)
C (0.035, -1.459, -2.025)
C (0.007, -2.312, -3.130)
C (-0.961, -2.130, -4.103)
C (-1.880, -1.099, -3.963)
C (-1.770, -0.264, -2.857)
N (-0.851, -0.447, -1.925)
H (2.407, -2.804, 0.112)
H (2.538, -2.869, -1.657)
H (1.245, -3.750, -0.837)
H (0.233, 1.859, 3.987)
H (1.473, 2.298, 6.084)
H (3.609, 1.142, 6.514)
H (4.488, -0.480, 4.877)
H (3.234, -0.933, 2.792)
H (0.727, -3.109, -3.215)
H (-0.995, -2.785, -4.961)
H (-2.661, -0.943, -4.689)
H (-2.455, 0.568, -2.712)
O (1.054, 1.293, -2.469)
N (2.313, 1.212, -2.187)
C (3.127, 0.492, -2.980)
C (4.454, 0.322, -2.672)
C (4.975, 0.930, -1.529)
C (4.147, 1.707, -0.748)
C (2.795, 1.835, -1.070)
S (1.666, 2.695, -0.094)
H (2.648, 0.067, -3.850)
H (5.077, -0.278, -3.315)
H (6.007, 0.788, -1.253)
H (4.514, 2.206, 0.133)

## Properties
Spin multiplicity: 2
Charge: +1
LUMO level (spin up / spin down) in eV: -5.42 / -4.79

***

3.
A single C2HF3O3S molecule, computed with ωB97M-V/def2-TZVPD.

Positions of all 10 atoms, in Å:
C (0.208, 0.590, -0.169)
C (1.089, -0.554, 0.083)
O (-2.297, 1.438, 0.560)
O (-1.757, -0.989, 0.301)
O (-0.710, 0.572, -1.315)
F (0.537, -1.492, 0.928)
F (1.421, -1.281, -1.010)
F (2.203, -0.239, 0.689)
S (-1.471, 0.369, 0.093)
H (0.776, 1.586, -0.158)

## Properties
Spin multiplicity: 3
Energy relative to the best compared isomer or geometry (same formula, charge and spin) in kcal/mol: 81.7
LUMO level (spin up / spin down) in eV: 0.62 / -5.61

***

4.
5 unconnected molecules or ions with the total composition C37H63ClF6N7OSSi, computed with ωB97M-V/def2-TZVPD.

Positions of all 117 atoms, in Å:
C (-1.681, 0.692, 4.061)
C (-0.833, 0.019, 3.223)
N (-1.223, -0.144, 1.887)
C (-1.656, 1.053, 1.296)
N (-2.917, 1.161, 1.036)
C (-3.593, 2.256, 0.342)
C (-3.703, 2.004, -1.180)
C (-5.161, 1.833, -1.614)
C (-5.823, 0.537, -1.136)
C (-5.198, -0.727, -1.728)
C (-5.864, -1.988, -1.156)
N (-0.747, 2.016, 0.927)
S (-0.951, 3.363, 2.037)
C (0.690, 1.550, 0.923)
C (1.469, 2.550, 0.066)
O (2.162, 3.422, 0.989)
C (2.606, 4.590, 0.488)
F (2.833, 4.542, -0.831)
F (3.733, 4.926, 1.101)
F (1.714, 5.577, 0.703)
C (0.904, 0.073, 0.541)
Cl (0.970, -0.078, -1.279)
Si (2.666, -0.539, 1.133)
C (2.751, -0.747, 2.999)
C (3.183, -2.091, 0.229)
C (3.981, 0.736, 0.732)
C (-0.298, -0.827, 0.958)
C (0.023, -2.234, 1.444)
C (-1.296, -3.021, 1.595)
C (-1.957, -3.293, 0.283)
F (-3.276, -2.994, 0.217)
C (-1.379, -3.769, -0.807)
F (-0.272, -4.488, -0.754)
F (-1.776, -3.564, -2.040)
H (-2.705, 0.330, 4.124)
H (-1.400, 1.574, 4.624)
H (0.036, -0.525, 3.583)
H (-3.489, 0.381, 1.337)
H (-3.111, 3.207, 0.537)
H (-4.595, 2.324, 0.763)
H (-3.326, 2.897, -1.683)
H (-3.079, 1.162, -1.483)
H (-5.268, 1.952, -2.694)
H (-5.714, 2.667, -1.166)
H (-5.791, 0.492, -0.038)
H (-6.875, 0.561, -1.428)
H (-5.305, -0.694, -2.814)
H (-4.137, -0.791, -1.465)
H (-6.945, -1.868, -1.066)
H (-5.632, -2.850, -1.783)
H (-5.479, -2.173, -0.151)
H (-1.100, 4.374, 1.166)
H (1.059, 1.677, 1.948)
H (2.204, 2.087, -0.579)
H (0.765, 3.155, -0.507)
H (2.187, 0.008, 3.550)
H (2.512, -1.755, 3.338)
H (3.802, -0.579, 3.254)
H (2.445, -2.406, -0.508)
H (3.295, -2.898, 0.958)
H (4.141, -1.943, -0.268)
H (3.996, 0.992, -0.330)
H (4.926, 0.217, 0.918)
H (3.943, 1.636, 1.345)
H (-0.888, -0.986, 0.051)
H (0.597, -2.757, 0.682)
H (0.520, -2.264, 2.412)
H (-1.034, -3.982, 2.054)
H (-1.991, -2.548, 2.287)
C (7.282, 0.792, -1.714)
C (8.251, 0.036, -0.813)
C (8.432, -1.428, -1.233)
C (7.165, -2.158, -1.178)
N (6.171, -2.729, -1.141)
H (6.281, 0.358, -1.672)
H (7.203, 1.834, -1.404)
H (7.616, 0.774, -2.753)
H (7.898, 0.074, 0.220)
H (9.226, 0.523, -0.834)
H (9.142, -1.934, -0.579)
H (8.817, -1.490, -2.253)
C (-5.551, -5.180, 1.190)
C (-6.738, -5.848, 0.507)
C (-7.649, -4.834, -0.195)
C (-8.189, -3.852, 0.745)
N (-8.602, -3.091, 1.496)
H (-5.882, -4.498, 1.976)
H (-4.905, -5.927, 1.652)
H (-4.956, -4.613, 0.474)
H (-7.313, -6.409, 1.245)
H (-6.386, -6.566, -0.235)
H (-8.484, -5.340, -0.683)
H (-7.092, -4.293, -0.962)
C (-3.573, 7.928, 4.586)
C (-2.274, 7.984, 3.791)
C (-2.485, 7.763, 2.287)
C (-3.074, 6.451, 2.015)
N (-3.539, 5.419, 1.827)
H (-4.045, 6.947, 4.511)
H (-3.384, 8.122, 5.640)
H (-4.285, 8.675, 4.230)
H (-1.579, 7.233, 4.173)
H (-1.800, 8.956, 3.930)
H (-1.537, 7.827, 1.752)
H (-3.152, 8.525, 1.878)
C (6.163, -2.508, -5.059)
C (6.542, -2.998, -6.450)
C (7.517, -4.181, -6.392)
C (8.749, -3.798, -5.702)
N (9.700, -3.460, -5.157)
H (7.034, -2.143, -4.513)
H (5.451, -1.685, -5.127)
H (5.702, -3.304, -4.471)
H (6.994, -2.182, -7.016)
H (5.647, -3.304, -6.994)
H (7.773, -4.525, -7.395)
H (7.070, -5.020, -5.855)

## Properties
Charge: +1
LUMO level in eV: -3.29

***

5.
5 unconnected molecules or ions with the total composition C24H45BCl8F3N2O3, computed with ωB97M-V/def2-TZVPD.

Positions of all 86 atoms, in Å:
C (-3.752, -0.376, -1.073)
C (-2.934, 0.408, -2.107)
C (-1.831, 1.297, -1.501)
C (-0.412, 0.801, -1.793)
C (0.708, 1.378, -0.910)
C (1.131, 0.614, 0.348)
C (0.116, 0.487, 1.477)
N (-1.043, -0.371, 1.187)
C (-0.916, -1.442, 0.623)
O (-0.816, -2.481, 0.129)
C (-0.363, 1.893, 1.842)
N (-0.735, 1.800, 3.290)
B (-1.407, 2.985, 4.012)
C (-2.624, 3.697, 3.370)
O (-0.839, 3.275, 5.194)
C (0.533, 1.184, 3.827)
C (0.708, 0.013, 2.866)
C (2.031, -0.742, 2.911)
C (1.878, -2.248, 3.084)
O (1.093, -2.545, 4.232)
C (-0.107, -3.221, 4.002)
C (0.079, -4.689, 3.617)
F (-1.011, -5.390, 4.001)
F (0.192, -4.841, 2.278)
F (1.158, -5.236, 4.186)
H (-4.726, -0.641, -1.478)
H (-3.267, -1.321, -0.820)
H (-3.890, 0.189, -0.151)
H (-2.462, -0.314, -2.776)
H (-3.618, 1.015, -2.698)
H (-1.912, 2.307, -1.910)
H (-2.008, 1.390, -0.428)
H (-0.363, -0.292, -1.823)
H (-0.180, 1.140, -2.804)
H (0.468, 2.414, -0.657)
H (1.600, 1.421, -1.538)
H (1.522, -0.368, 0.066)
H (1.980, 1.149, 0.786)
H (-1.068, 2.399, 1.194)
H (0.542, 2.504, 1.841)
H (-1.417, 1.028, 3.333)
H (-2.637, 3.655, 2.282)
H (-3.565, 3.245, 3.701)
H (-2.643, 4.745, 3.667)
H (-1.456, 3.529, 5.890)
H (1.323, 1.931, 3.765)
H (0.441, 0.906, 4.873)
H (-0.052, -0.684, 3.233)
H (2.632, -0.381, 3.748)
H (2.626, -0.574, 2.014)
H (1.481, -2.726, 2.184)
H (2.873, -2.662, 3.248)
H (-0.714, -2.767, 3.210)
H (-0.687, -3.191, 4.921)
Cl (0.752, 4.008, -3.199)
C (1.341, 5.570, -2.575)
C (2.003, 5.412, -1.231)
Cl (0.819, 4.919, 0.018)
H (0.492, 6.248, -2.531)
H (2.068, 5.958, -3.286)
H (2.447, 6.351, -0.909)
H (2.772, 4.644, -1.261)
Cl (2.444, 1.685, -5.351)
C (4.168, 2.102, -5.546)
C (4.967, 1.773, -4.314)
Cl (4.537, 2.819, -2.926)
H (4.223, 3.160, -5.789)
H (4.542, 1.528, -6.393)
H (6.026, 1.929, -4.511)
H (4.812, 0.743, -4.004)
Cl (3.460, 0.401, -9.295)
C (1.902, -0.143, -8.616)
C (0.865, -0.387, -9.681)
Cl (0.342, 1.126, -10.463)
H (1.574, 0.609, -7.904)
H (2.098, -1.071, -8.081)
H (-0.018, -0.835, -9.228)
H (1.239, -1.050, -10.456)
Cl (-4.830, -6.873, 3.681)
C (-3.750, -7.201, 5.063)
C (-3.747, -8.657, 5.452)
Cl (-5.303, -9.165, 6.155)
H (-4.070, -6.574, 5.891)
H (-2.749, -6.903, 4.758)
H (-2.983, -8.827, 6.207)
H (-3.546, -9.293, 4.594)

## Properties
Energy relative to the best compared isomer or geometry (same formula, charge and spin) in kcal/mol: 0.0
Charge: +1
LUMO level in eV: -2.79

***

| no. | E_tot (hartree) |
| --- | --- |
| 1 | -709.13180 |
| 2 | -1595.84640 |
| 3 | -1000.00392 |
| 4 | -3652.90647 |
| 5 | -5282.57603 |